Below is a cluster of 2 separate species, CH8NO in total in a non-equilibrium geometry, with properties calculated with wB97M-V/def2-TZVPD.

Calculated values
Charge   +1
HOMO   -15.28 eV
Energy   -4696.7820 eV
Energy above the lowest of the compared OMol25 structures with the same formula, charge and spin   1.262 eV
Kohn-Sham gap   11.24 eV

Cartesian coordinates (Å):
H (-1.276, -0.622, -0.454)
H (0.954, -1.059, -0.749)
H (1.928, -1.167, 0.749)
C (1.564, -0.480, -0.061)
O (0.742, 0.573, 0.581)
H (-1.107, 0.657, 0.559)
H (-2.016, 0.616, -1.129)
H (1.136, 1.391, 0.936)
H (-2.555, -0.170, 0.390)
N (-1.761, 0.215, -0.199)
H (2.391, 0.046, -0.622)

Atoms 1-6, force components in eV/Å:
0.78 -0.81 -0.14
-0.22 0.25 -0.05
-0.06 0.72 -0.93
1.25 1.51 1.28
-0.86 -0.34 -0.19
-0.26 0.02 -2.26

Results of the Mulliken charge analysis, in e, for atoms 1 through 6:
1. H 0.297
2. H 0.181
3. H 0.250
4. C -0.419
5. O -0.570
6. H 0.400


Below is the molecule C32H32N4O4 in a non-equilibrium geometry, with properties calculated with wB97M-V/def2-TZVPD.

Calculated values
Charge   0
Structure (SMILES)   C=C(C)C(=O)Nc1cccc(C2=NO[C@]3(C2)C[C@@H](C(N)=O)N(C(=O)CC(c2ccccc2)c2ccccc2)C3)c1
HOMO   -8.44 eV
Energy   -47854.5151 eV
Energy above the lowest of the compared OMol25 structures with the same formula, charge and spin   0.076 eV
Kohn-Sham gap   9.03 eV

Cartesian coordinates (Å):
H (-4.533, 2.239, 1.909)
C (4.570, -0.130, 0.168)
H (-3.373, -3.960, 0.977)
O (-4.256, -1.883, -1.710)
H (-5.873, 4.272, 2.209)
H (0.384, -3.478, -1.556)
C (3.329, -0.643, 0.546)
H (10.498, 1.715, -1.502)
C (8.728, 1.494, -0.312)
C (0.282, -1.291, -1.562)
C (2.290, -0.811, -0.451)
H (0.377, -0.534, 0.499)
H (-3.859, -3.247, -0.544)
H (-2.592, -1.845, 3.080)
H (8.997, 1.405, -2.408)
C (-4.504, 2.357, -0.228)
C (-5.608, 3.947, 1.213)
C (-3.655, 1.108, -0.360)
C (-4.911, 3.105, -1.325)
H (-2.019, -0.116, 1.441)
C (-3.364, -1.433, 2.446)
C (-3.042, -0.460, 1.517)
O (1.346, -0.815, -2.414)
H (-0.934, 0.001, -2.775)
C (-5.649, -1.345, 1.731)
H (2.143, -1.397, 2.177)
H (-4.925, -2.640, 3.277)
C (9.562, 1.165, -1.508)
C (5.573, 0.031, 1.114)
C (0.878, -1.256, -0.148)
H (-1.013, 0.393, -1.043)
H (3.925, -1.107, 3.843)
H (-6.614, 5.570, 0.241)
H (-2.272, -3.296, -2.323)
C (-6.022, 4.677, 0.112)
C (-3.759, 0.454, -1.758)
H (10.157, 2.631, 0.723)
C (3.097, -0.993, 1.876)
N (6.836, 0.540, 0.805)
H (4.735, 0.136, -0.862)
C (-1.654, -2.731, -1.617)
H (-6.091, 0.046, 0.169)
H (-2.616, 1.416, -0.189)
H (-4.798, 0.488, -2.091)
C (7.318, 0.987, -0.394)
H (9.775, 0.096, -1.532)
N (-3.133, -3.629, 0.056)
C (-1.851, -3.359, -0.217)
H (6.111, -0.204, 3.181)
H (8.526, 2.507, 1.534)
C (9.155, 2.234, 0.703)
H (-0.076, -2.740, -3.105)
H (-5.976, 4.819, -2.022)
O (6.697, 0.984, -1.434)
C (-4.854, 2.801, 1.044)
C (-3.391, -1.015, -1.703)
H (-6.669, -1.690, 1.812)
C (-5.325, -0.371, 0.806)
H (-4.641, 2.803, -2.325)
H (-3.131, 0.981, -2.476)
C (-0.188, -2.678, -2.022)
C (4.101, -0.833, 2.813)
C (-5.666, 4.253, -1.156)
O (-0.926, -3.613, 0.527)
C (-4.016, 0.080, 0.688)
C (-0.969, -0.424, -1.764)
C (5.331, -0.326, 2.442)
H (0.835, -2.233, 0.332)
N (2.473, -0.582, -1.692)
N (-2.086, -1.332, -1.622)
H (7.476, 0.581, 1.586)
C (-4.669, -1.880, 2.553)

Atoms 1-6, force components in eV/Å:
-0.01 -0.04 0.07
-0.04 0.00 -0.06
0.11 0.06 -0.04
-0.25 0.01 -0.24
-0.02 0.03 0.08
0.00 0.02 -0.04

Results of the Mulliken charge analysis, in e, for atoms 1 through 6:
1. H 0.419
2. C -0.725
3. H 0.299
4. O -0.791
5. H 0.395
6. H 0.369


Below is a structure of composition C21H21N4NaO2P, with properties calculated with wB97M-V/def2-TZVPD.

Calculated values
Charge   -1
HOMO   -3.48 eV
Energy   -45882.8736 eV
Energy above the lowest of the compared OMol25 structures with the same formula, charge and spin   0.000 eV
Kohn-Sham gap   5.48 eV

Cartesian coordinates (Å):
H (-0.635, 4.963, 3.841)
H (-2.882, 3.924, 3.421)
H (-4.057, -0.976, -0.613)
O (0.609, -2.476, -3.290)
C (0.430, -2.391, 0.975)
C (-0.786, 4.284, 3.010)
C (-1.394, -2.093, -2.124)
N (-2.218, -1.251, -1.490)
C (0.020, -1.659, -2.552)
H (0.675, 0.750, 3.091)
C (-3.421, -1.692, -1.125)
H (1.498, 0.393, 1.572)
C (-3.022, -3.854, -2.018)
C (1.642, 0.085, -2.268)
H (0.892, -1.984, 0.073)
H (1.730, -0.682, 2.977)
H (-3.331, -4.873, -2.222)
Na (-1.002, 0.681, -0.666)
O (2.266, 3.429, 0.434)
H (2.319, -1.297, -3.738)
C (3.790, 0.233, -3.406)
H (5.053, 1.877, -2.848)
C (1.012, -0.058, 2.439)
C (1.245, 2.745, 0.206)
N (1.011, 1.754, -0.628)
H (0.063, -2.407, 3.839)
C (0.040, 3.084, 1.101)
C (0.254, 3.971, 2.159)
N (-1.162, 2.540, 0.884)
C (3.204, 1.880, -1.764)
N (0.389, -0.506, -2.032)
H (-0.294, -3.148, 0.667)
C (-3.874, -2.978, -1.357)
H (1.249, 4.379, 2.266)
H (1.196, -2.857, 1.601)
C (1.968, 1.266, -1.530)
H (-1.591, -2.681, 3.247)
H (-3.119, 2.387, 1.497)
C (4.105, 1.373, -2.692)
H (-4.861, -3.278, -1.030)
H (-1.220, -1.221, 4.170)
P (-0.429, -1.037, 1.864)
H (-1.064, -4.025, -2.934)
C (2.573, -0.403, -3.193)
H (4.486, -0.174, -4.132)
C (-2.161, 2.854, 1.709)
C (-1.777, -3.405, -2.409)
H (3.442, 2.765, -1.196)
C (-0.828, -1.923, 3.432)
C (-2.032, 3.712, 2.785)

Atoms 1-6, force components in eV/Å:
0.00 0.00 0.00
0.00 0.00 0.00
0.00 0.00 0.01
0.00 0.00 0.01
0.04 0.03 0.03
-0.01 -0.01 -0.01

Results of the Mulliken charge analysis, in e, for atoms 1 through 6:
1. H 0.399
2. H 0.382
3. H 0.411
4. O -0.844
5. C -1.116
6. C -0.319


Below is the molecule C19H29N3O4, with properties calculated with wB97M-V/def2-TZVPD.

Calculated values
Charge   0
Structure (SMILES)   COc1ccc(CCNC(=O)C2CCN(C(=O)N(C)C)CC2)cc1OC
HOMO   -7.74 eV
Energy   -32834.7812 eV
Energy above the lowest of the compared OMol25 structures with the same formula, charge and spin   1.618 eV
Kohn-Sham gap   8.52 eV

Cartesian coordinates (Å):
H (0.639, -1.462, -3.975)
C (-3.817, -1.381, -0.603)
N (-3.528, 0.021, -0.393)
C (4.282, -0.210, 0.896)
H (-2.118, -4.107, 0.576)
C (-4.622, 0.913, -0.705)
H (0.616, 3.390, 0.189)
H (4.461, -0.100, 1.968)
C (-1.266, 1.977, 1.676)
H (2.285, -1.816, -3.399)
O (2.229, 1.702, -1.632)
N (-2.183, 1.639, 0.605)
C (2.999, -0.972, 0.688)
C (0.570, -2.315, 0.281)
C (1.296, -1.800, -0.818)
N (2.954, 1.825, 0.495)
C (1.333, -1.337, -3.146)
C (2.509, -1.173, -0.601)
C (-2.605, 0.320, 0.581)
C (4.222, 1.181, 0.240)
H (-5.562, 0.494, -0.329)
H (2.608, -1.276, 2.769)
O (-2.201, -0.511, 1.374)
H (5.126, -0.758, 0.470)
C (2.258, -1.433, 1.758)
C (-1.833, 2.317, -0.630)
H (-4.243, -1.501, -1.598)
H (2.684, 1.900, 1.463)
H (1.501, -0.271, -2.963)
H (4.312, 1.103, -0.845)
H (-1.580, 1.436, 2.570)
H (-2.886, -1.939, -0.541)
H (0.514, -2.465, 2.415)
C (0.184, 1.616, 1.338)
C (-0.410, 1.960, -1.058)
H (-0.361, 0.886, -1.255)
C (-1.305, -3.550, 1.042)
H (-1.716, -2.767, 1.684)
C (1.064, -2.115, 1.557)
O (-0.570, -2.990, -0.023)
H (5.035, 1.810, 0.617)
H (-2.524, 2.036, -1.421)
H (-0.151, 2.484, -1.978)
C (0.604, 2.302, 0.036)
O (0.720, -1.964, -2.042)
C (1.995, 1.895, -0.455)
H (0.810, 1.921, 2.180)
H (-1.916, 3.396, -0.454)
H (-4.520, -1.773, 0.140)
H (-1.354, 3.054, 1.857)
H (-4.468, 1.880, -0.234)
H (0.256, 0.532, 1.225)
H (-0.692, -4.240, 1.631)
H (3.081, -0.809, -1.438)
H (-4.716, 1.044, -1.787)

Atoms 1-6, force components in eV/Å:
0.07 0.00 0.02
0.16 -0.07 0.06
0.02 -0.14 -0.07
-0.10 0.11 -0.15
0.03 0.02 0.06
-0.07 0.13 -0.07

Results of the Mulliken charge analysis, in e, for atoms 1 through 6:
1. H 0.267
2. C -0.816
3. N 0.287
4. C -1.105
5. H 0.232
6. C -1.225